# 1
Entry from OMol25: a structure of composition C38H31F10KN10O (ωB97M-V with the def2-TZVPD basis set).

Calculated values
HOMO level ... -1.86 eV
Kohn-Sham gap ... 5.9 eV
Charge ... -2
Relative energy (zero: lowest compared OMol25 entry of this formula, charge and spin) ... 0.189 eV

```
91
C38H31F10KN10O (ωB97M-V with the def2-TZVPD basis set)
K 0.10256 0.23254 0.81030
C 1.62820 3.48825 1.64722
N 2.15170 2.14138 1.52063
C 3.03555 1.99319 0.36489
C 2.45769 2.48461 -0.95646
N 1.29658 1.70693 -1.33673
C 0.41286 2.21227 -2.19635
C 0.42411 3.43710 -2.92297
F 1.48433 4.28740 -2.84300
C -0.59460 3.84035 -3.76541
F -0.48497 5.02078 -4.40934
C -1.71030 3.05914 -3.98547
F -2.69104 3.45412 -4.83034
C -1.76856 1.83691 -3.33083
F -2.83032 1.03771 -3.52038
C -0.75811 1.44781 -2.48794
F -0.90344 0.25724 -1.86254
C 2.81826 1.70567 2.74408
C 2.82300 0.19581 2.95427
N 1.47396 -0.24371 3.22804
C 1.22778 -1.52882 3.39524
C 2.11292 -2.65114 3.40799
F 3.45883 -2.46871 3.26064
C 1.70013 -3.96132 3.54908
F 2.61852 -4.95173 3.49270
C 0.37216 -4.29007 3.70696
F -0.03531 -5.58255 3.78211
C -0.54316 -3.24361 3.72880
F -1.85009 -3.52831 3.88581
C -0.13445 -1.94127 3.60326
F -1.08135 -0.98296 3.66281
H 2.42701 4.25359 1.68930
H 1.03542 3.55831 2.55858
H 0.96757 3.72757 0.81325
H 3.29419 0.93525 0.26625
H 3.98008 2.54408 0.54592
H 3.27042 2.39482 -1.69466
H 2.25476 3.55453 -0.86943
H 2.28341 2.13881 3.59190
H 3.85662 2.08969 2.77131
H 3.51591 -0.00642 3.78594
H 3.26577 -0.29221 2.07213
C -1.79699 5.55685 1.55635
C -1.89788 5.10873 0.24455
C -2.11832 3.76765 -0.02977
C -2.23962 2.83154 1.00612
C -2.13183 3.29436 2.32372
C -1.91755 4.63779 2.59182
N -2.32658 1.46763 0.74293
C -3.46649 0.90074 0.44488
C -4.72659 1.61807 0.39701
C -5.89093 1.00845 0.05725
C -5.94784 -0.37557 -0.25956
C -4.79441 -1.10198 -0.19991
C -3.55522 -0.51951 0.15525
N -2.40472 -1.25452 0.25456
N -2.48938 -2.49766 0.01807
C -1.27222 -3.18496 0.14320
C -1.36648 -4.57581 0.28126
C -0.21399 -5.31586 0.42863
C 1.01408 -4.66357 0.42422
C 1.01350 -3.29150 0.25688
N -0.09212 -2.55910 0.10385
H -1.61300 6.60338 1.76731
H -1.79048 5.80567 -0.57915
H -2.17420 3.42012 -1.05469
H -2.19531 2.57145 3.12850
H -1.82877 4.96592 3.62172
H -4.71367 2.67489 0.63141
H -6.80357 1.59632 0.02906
H -6.88769 -0.83782 -0.53361
H -4.79199 -2.16156 -0.41703
H -2.35008 -5.02416 0.29441
H -0.26706 -6.38897 0.56697
H 1.94587 -5.19440 0.56301
H 1.95088 -2.74400 0.22677
C 0.82913 -3.57374 -3.20188
N 2.17477 -3.05751 -3.09039
C 3.19101 -3.49709 -4.01711
C 4.16714 -2.31085 -4.00705
O 5.23166 -2.32624 -4.59827
N 3.63811 -1.30431 -3.25424
C 2.47314 -1.74434 -2.78748
N 1.64676 -1.02214 -2.05318
H 0.86035 -4.66233 -3.15221
H 0.35334 -3.27613 -4.14508
H 0.20472 -3.23868 -2.37753
H 2.78983 -3.64088 -5.02665
H 3.68624 -4.41697 -3.70135
H 1.74474 -0.00138 -1.87832
H 0.78513 -1.42903 -1.72282
```



# 2
Entry from OMol25: a structure of composition C38H31IrN2P2S (ωB97M-V with the def2-TZVPD basis set).

Calculated values
HOMO level ... -13.69 eV
Kohn-Sham gap ... 7.0 eV
Charge ... +2
Relative energy (zero: lowest compared OMol25 entry of this formula, charge and spin) ... 0.000 eV

```
75
C38H31IrN2P2S (ωB97M-V with the def2-TZVPD basis set)
Ir -0.07639 -0.32518 -0.65903
S -1.48744 3.92149 -1.15618
C -0.50877 3.59103 -2.55806
C -0.24678 4.41715 -3.64402
C 0.56964 3.91989 -4.64123
C 1.11165 2.63245 -4.55830
C 0.85211 1.81249 -3.47907
C 0.03106 2.30296 -2.46780
N -0.34862 1.65255 -1.30777
C -1.12907 2.37585 -0.53663
C -1.57735 1.74427 0.70006
C -2.40271 2.36238 1.62951
C -2.80052 1.68072 2.76905
C -2.38619 0.37477 2.96871
C -1.55049 -0.25129 2.04385
C -1.13115 0.42412 0.91601
H -0.66434 5.41221 -3.70950
H 0.79289 4.53630 -5.50067
H 1.74836 2.27675 -5.35678
H 1.27950 0.81868 -3.41822
H -2.74268 3.37750 1.46147
H -3.44078 2.16757 3.49118
H -2.71420 -0.16730 3.84564
H -1.25406 -1.27783 2.20522
C 2.54968 -3.81464 -0.26006
N 1.66198 -2.66442 -0.44353
P 1.90787 -1.06015 0.01209
C 2.51607 -0.99924 1.68820
C 1.79599 -0.42744 2.73263
C 2.31317 -0.46388 4.01885
C 3.54114 -1.06396 4.25829
C 4.27194 -1.61466 3.21208
C 3.76899 -1.57564 1.92292
C 3.12049 -0.34178 -1.08419
C 3.26008 -0.85723 -2.37571
C 4.17477 -0.28689 -3.24611
C 4.93687 0.79811 -2.83212
C 4.78936 1.31806 -1.55094
C 3.88360 0.75127 -0.67078
P -0.01457 -2.60281 -0.60476
C -0.47110 -2.90087 -2.31542
C -1.68127 -2.36926 -2.77417
C -2.06567 -2.56458 -4.09164
C -1.24812 -3.28638 -4.95017
C -0.04474 -3.81712 -4.49819
C 0.34754 -3.62681 -3.18437
C -0.76198 -3.77800 0.50735
C -0.47848 -3.66033 1.87021
C -0.99772 -4.58668 2.75580
C -1.79834 -5.62270 2.28504
C -2.07801 -5.73957 0.93125
C -1.55861 -4.81771 0.03449
H 3.52355 -3.59995 -0.69936
H 2.12487 -4.68080 -0.76389
H 2.66992 -4.05512 0.79693
H 0.85830 0.06797 2.53597
H 1.76182 -0.01153 4.83209
H 3.94127 -1.08828 5.26292
H 5.23751 -2.06350 3.40020
H 4.35602 -1.98035 1.10650
H 2.66383 -1.70632 -2.69338
H 4.30022 -0.69036 -4.24183
H 5.65657 1.23818 -3.50923
H 5.38825 2.16191 -1.23692
H 3.77408 1.15001 0.33051
H -2.33014 -1.81917 -2.09936
H -3.00319 -2.15833 -4.44543
H -1.55032 -3.43950 -5.97731
H 0.58401 -4.38358 -5.17152
H 1.28833 -4.03970 -2.84365
H 0.15910 -2.85953 2.23123
H -0.78080 -4.50741 3.81247
H -2.20329 -6.34478 2.98106
H -2.69890 -6.54895 0.57311
H -1.77662 -4.90341 -1.02293
```



# 3
Entry from OMol25: a structure of composition C38H31N5O6PTi in a non-equilibrium geometry (ωB97M-V with the def2-TZVPD basis set).

Calculated values
HOMO level (spin up / spin down) ... -8.63 / -8.64 eV
Kohn-Sham gap (spin up / spin down) ... 5.5 / 5.5 eV
Charge ... +1
Relative energy (zero: lowest compared OMol25 entry of this formula, charge and spin) ... 1.020 eV

```
82
C38H31N5O6PTi (ωB97M-V with the def2-TZVPD basis set)
Ti -0.34659 -0.59948 0.63694
O -0.69608 2.06049 3.72650
C -1.01662 1.27944 2.70329
O -0.18228 0.99979 1.78407
C -2.24498 0.64713 2.55285
C -3.41186 0.73042 3.30236
C -4.51368 -0.01732 2.93564
C -4.44190 -0.84307 1.79385
C -3.28416 -0.91341 1.07971
N -2.15592 -0.20528 1.44745
C -2.97995 -1.68603 -0.09610
O -3.85083 -2.41072 -0.76807
O -1.81790 -1.66116 -0.51464
H 0.27284 2.15134 3.73126
H -3.44208 1.38793 4.16254
H -5.42780 0.03720 3.50913
H -5.30928 -1.42419 1.49802
H -4.74037 -2.30026 -0.40179
C -1.57862 -3.81810 3.49948
C -1.27758 -2.58110 2.91839
N -0.68749 -2.46611 1.74898
C -0.29623 -3.59633 1.10389
C -0.55700 -4.87097 1.60681
C -1.24269 -4.96172 2.83016
C -0.08789 -6.03105 0.89805
C 0.66887 -5.89812 -0.20386
C 1.00693 -4.59504 -0.70869
C 1.87492 -4.41823 -1.79925
C 2.19587 -3.15383 -2.20507
C 1.60360 -2.06817 -1.55255
N 0.75285 -2.20070 -0.55453
C 0.48643 -3.45382 -0.09835
H -2.07512 -3.84600 4.45989
H -1.52784 -1.66033 3.42884
H -1.47590 -5.93814 3.23820
H -0.33192 -7.01165 1.28861
H 1.05282 -6.76839 -0.72178
H 2.29470 -5.28694 -2.29189
H 2.88028 -2.97546 -3.02241
H 1.82066 -1.05735 -1.87563
O 2.13797 0.42572 3.22472
C 2.12377 0.01349 2.08840
O 1.33428 -0.93564 1.61476
C 2.98766 0.60344 0.98227
P 1.79169 1.22695 -0.27179
C 2.81418 1.55582 -1.75217
C 4.13516 1.99289 -1.66102
C 4.84767 2.30288 -2.80917
C 4.24723 2.19148 -4.05925
C 2.93479 1.75586 -4.15942
C 2.22358 1.42939 -3.00977
C 1.47857 2.95594 0.25575
C 0.82860 3.80086 -0.64122
C 0.54755 5.11507 -0.29854
C 0.92019 5.60400 0.94633
C 1.56863 4.76859 1.84603
C 1.84151 3.44829 1.50732
H 3.51740 -0.21840 0.49642
H 3.69313 1.34081 1.35225
H 4.61103 2.11107 -0.69417
H 5.87356 2.63851 -2.72880
H 4.80421 2.44781 -4.95161
H 2.46298 1.66718 -5.13127
H 1.20233 1.07136 -3.09053
H 0.54628 3.43484 -1.62354
H 0.04200 5.75906 -1.00748
H 0.70801 6.63138 1.21354
H 1.86814 5.14503 2.81686
H 2.33064 2.80581 2.23228
N -0.85715 -0.41853 -2.93545
C -1.50332 0.65342 -2.36512
C -2.35629 1.43855 -3.15245
C -2.97194 2.53052 -2.59399
C -2.71912 2.83696 -1.25926
C -1.86932 2.01550 -0.56038
N -1.26012 0.92778 -1.07369
H -1.21339 -0.72460 -3.82539
H -0.62502 -1.17502 -2.30983
H -2.52747 1.16333 -4.18599
H -3.64517 3.13932 -3.18502
H -3.15783 3.69835 -0.77472
H -1.62680 2.24971 0.46384
```



> What is the relative energy (zero: lowest compared OMol25 entry of this formula, charge and spin) in the first record?

0.189 eV



> relative energy (zero: lowest compared OMol25 entry of this formula, charge and spin) of number 2 (C38H31IrN2P2S)?

0.000 eV



> What is the formula in the second record?

C38H31IrN2P2S